{
  "formula": "C32H35Mg2N10O9",
  "method": "the ωB97M-V functional and the def2-TZVPD basis",
  "symbols": ["Mg", "Mg", "N", "O", "O", "O", "N", "O", "O", "O", "N", "O", "O", "O", "N", "C", "C", "C", "C", "H", "H", "H", "H", "H", "N", "C", "C", "C", "C", "H", "H", "H", "H", "H", "N", "C", "C", "C", "C", "H", "H", "H", "H", "H", "N", "C", "C", "C", "C", "C", "H", "H", "H", "H", "H", "N", "C", "C", "C", "C", "C", "H", "H", "H", "H", "H", "N", "C", "C", "C", "C", "C", "H", "H", "H", "H", "H", "N", "C", "C", "C", "C", "C", "H", "H", "H", "H", "H"],
  "xyz": [[-5.102, 0.017, 2.256], [-0.527, -0.292, 1.168], [-2.535, 1.836, 2.608], [-1.611, 1.367, 1.984], [-2.323, 2.601, 3.574], [-3.643, 1.565, 2.253], [-2.458, -1.783, 3.077], [-3.496, -1.143, 3.008], [-2.386, -2.936, 3.439], [-1.464, -1.289, 2.642], [-3.323, -0.164, -0.317], [-2.231, -0.625, 0.065], [-4.316, -0.391, 0.393], [-3.402, 0.677, -1.211], [-1.536, 5.242, 0.662], [-1.682, 6.598, 0.181], [-2.457, 6.616, -0.959], [-2.890, 5.280, -1.177], [-2.250, 4.486, -0.189], [-0.945, 4.918, 1.413], [-1.180, 7.471, 0.573], [-2.664, 7.492, -1.555], [-3.597, 4.923, -1.912], [-2.097, 3.417, -0.208], [-0.033, -0.461, -4.616], [0.650, -1.600, -4.316], [-0.221, -2.482, -3.642], [-1.448, -1.819, -3.497], [-1.324, -0.617, -4.228], [0.313, 0.343, -5.120], [1.688, -1.710, -4.593], [0.025, -3.471, -3.286], [-2.313, -2.170, -2.953], [-2.093, 0.121, -4.409], [-3.939, -3.939, -1.549], [-4.873, -3.695, -0.516], [-4.112, -3.882, 0.626], [-2.852, -4.350, 0.309], [-2.733, -4.312, -1.007], [-4.160, -3.764, -2.519], [-5.906, -3.419, -0.666], [-4.439, -3.748, 1.647], [-2.090, -4.669, 1.005], [-1.852, -4.522, -1.596], [0.372, -1.922, 0.423], [1.122, -1.946, -0.723], [1.931, -2.995, -1.232], [1.910, -4.217, -0.567], [1.120, -4.347, 0.567], [0.351, -3.249, 0.968], [1.218, -0.971, -1.177], [2.586, -2.884, -2.083], [2.518, -5.025, -0.948], [0.951, -5.269, 1.103], [-0.374, -3.335, 1.764], [3.871, -0.263, -0.739], [4.375, -0.205, 0.539], [5.451, 0.521, 0.858], [5.874, 1.475, -0.076], [5.378, 1.480, -1.349], [4.290, 0.654, -1.637], [3.977, -0.964, 1.196], [5.754, 0.467, 1.894], [6.632, 2.175, 0.245], [5.804, 2.098, -2.126], [3.800, 0.645, -2.600], [0.300, 1.129, -0.100], [-0.239, 1.299, -1.395], [0.199, 2.246, -2.348], [1.260, 3.021, -2.007], [1.883, 2.918, -0.773], [1.371, 1.976, 0.102], [-0.875, 0.554, -1.850], [-0.146, 2.107, -3.361], [1.744, 3.713, -2.680], [2.741, 3.536, -0.554], [1.891, 1.892, 1.045], [0.970, 0.081, 2.668], [1.141, 1.156, 3.467], [1.953, 1.271, 4.560], [2.776, 0.184, 4.835], [2.762, -0.838, 3.939], [1.890, -0.931, 2.862], [0.485, 1.992, 3.272], [1.858, 2.150, 5.180], [3.417, 0.223, 5.703], [3.566, -1.541, 4.097], [1.965, -1.778, 2.196]],
  "charge": 1,
  "multiplicity": 1,
  "homo_ev": -9.6,
  "max_force_ev_per_a": 6.39,
  "lumo_ev": -5.35,
  "de_lowest_kj_mol": 468.7,
  "energy_ev": -77956.11625,
  "orbital_gap_ev": 4.21
}


{
  "formula": "C32H35N6O2Si2Tl",
  "method": "the ωB97M-V functional and the def2-TZVPD basis",
  "symbols": ["Tl", "C", "Si", "C", "C", "N", "C", "C", "C", "C", "C", "C", "N", "Si", "C", "C", "C", "H", "H", "H", "H", "H", "H", "H", "H", "H", "H", "H", "H", "H", "H", "H", "H", "H", "H", "H", "H", "H", "H", "O", "N", "O", "C", "C", "C", "C", "C", "C", "N", "C", "C", "N", "C", "C", "C", "C", "H", "H", "H", "H", "H", "H", "H", "C", "C", "C", "C", "C", "C", "C", "C", "N", "H", "H", "H", "H", "H", "H"],
  "xyz": [[-0.819, -0.242, -0.626], [1.350, 4.057, -3.102], [0.396, 2.862, -1.976], [-1.326, 2.715, -2.725], [0.221, 3.730, -0.322], [1.030, 1.292, -1.724], [2.072, 0.617, -2.182], [2.970, 1.121, -3.174], [4.047, 0.415, -3.637], [4.312, -0.875, -3.140], [3.488, -1.420, -2.194], [2.351, -0.736, -1.659], [1.568, -1.254, -0.723], [1.752, -2.759, 0.103], [1.906, -4.260, -1.033], [3.271, -2.703, 1.228], [0.262, -3.004, 1.208], [0.847, 5.028, -3.087], [1.379, 3.714, -4.138], [2.376, 4.207, -2.764], [-1.750, 3.704, -2.916], [-2.005, 2.188, -2.052], [-1.306, 2.161, -3.666], [-0.158, 4.746, -0.453], [1.175, 3.782, 0.207], [-0.476, 3.182, 0.310], [2.775, 2.107, -3.569], [4.694, 0.850, -4.391], [5.160, -1.438, -3.512], [3.689, -2.416, -1.823], [2.947, -4.516, -1.242], [1.405, -4.067, -1.983], [1.425, -5.132, -0.584], [4.189, -2.530, 0.663], [3.377, -3.646, 1.770], [3.171, -1.902, 1.963], [-0.669, -3.052, 0.640], [0.175, -2.200, 1.943], [0.356, -3.953, 1.744], [-1.636, 3.934, 6.917], [-2.327, 3.657, 5.899], [-3.565, 3.915, 5.862], [-1.706, 3.015, 4.827], [-0.352, 2.723, 4.949], [0.363, 2.073, 3.926], [1.743, 1.783, 4.031], [2.384, 1.155, 2.998], [1.647, 0.793, 1.859], [0.356, 1.040, 1.736], [-0.281, 1.682, 2.729], [-1.695, 2.017, 2.567], [-2.250, 1.704, 1.385], [-3.521, 1.981, 1.173], [-4.321, 2.597, 2.128], [-3.766, 2.945, 3.340], [-2.412, 2.670, 3.602], [0.151, 3.010, 5.859], [2.273, 2.071, 4.932], [3.442, 0.928, 3.045], [2.109, 0.284, 1.022], [-3.919, 1.696, 0.203], [-5.362, 2.805, 1.918], [-4.349, 3.433, 4.104], [-3.017, -1.325, -3.002], [-2.673, -2.524, -2.443], [-1.743, -3.442, -3.064], [-1.381, -4.619, -2.484], [-1.888, -5.017, -1.223], [-2.786, -4.135, -0.582], [-3.160, -2.953, -1.149], [-1.493, -6.233, -0.625], [-1.169, -7.232, -0.134], [-3.712, -0.657, -2.509], [-2.599, -1.009, -3.949], [-1.320, -3.166, -4.024], [-0.674, -5.269, -2.988], [-3.172, -4.405, 0.396], [-3.843, -2.299, -0.618]],
  "charge": -2,
  "multiplicity": 1,
  "homo_ev": [-1.1, -1.0],
  "max_force_ev_per_a": 0.45,
  "lumo_ev": [4.17, 3.43],
  "de_lowest_kj_mol": 0.0,
  "energy_ev": -67238.18155,
  "orbital_gap_ev": [5.29, 4.44]
}


{
  "formula": "C32H36CeIN4S4",
  "method": "the ωB97M-V functional and the def2-TZVPD basis",
  "symbols": ["Ce", "C", "N", "C", "C", "N", "C", "C", "C", "C", "C", "C", "C", "S", "C", "C", "C", "C", "C", "C", "S", "H", "H", "H", "H", "H", "H", "H", "H", "H", "H", "H", "H", "H", "H", "H", "H", "H", "H", "C", "N", "C", "C", "N", "C", "C", "C", "C", "C", "C", "C", "S", "C", "C", "C", "C", "C", "C", "S", "H", "H", "H", "H", "H", "H", "H", "H", "H", "H", "H", "H", "H", "H", "H", "H", "H", "H", "I"],
  "xyz": [[-0.057, 0.067, 0.006], [3.488, 0.113, -0.365], [2.547, -1.016, -0.523], [2.524, -1.359, -1.964], [1.404, -2.306, -2.336], [0.093, -1.651, -2.316], [-0.031, -0.694, -3.439], [-0.996, -2.606, -2.430], [-0.841, -3.763, -3.186], [-1.881, -4.665, -3.370], [-3.109, -4.399, -2.781], [-3.274, -3.248, -2.030], [-2.239, -2.319, -1.842], [-2.576, -0.859, -0.952], [2.964, -2.187, 0.239], [4.297, -2.588, 0.192], [4.755, -3.690, 0.893], [3.853, -4.410, 1.668], [2.523, -4.035, 1.704], [2.032, -2.925, 0.989], [0.334, -2.548, 1.093], [4.408, -0.031, -0.939], [3.751, 0.239, 0.684], [3.028, 1.022, -0.753], [3.478, -1.828, -2.238], [2.444, -0.429, -2.530], [1.373, -3.148, -1.643], [1.637, -2.689, -3.339], [0.131, -1.206, -4.398], [0.685, 0.125, -3.355], [-1.033, -0.267, -3.423], [0.104, -3.970, -3.670], [-1.728, -5.555, -3.968], [-3.939, -5.084, -2.915], [-4.224, -3.032, -1.556], [4.998, -2.020, -0.409], [5.794, -3.991, 0.821], [4.187, -5.265, 2.245], [1.810, -4.598, 2.294], [1.741, 3.374, 0.092], [0.598, 2.816, 0.856], [0.878, 2.873, 2.293], [1.845, 1.804, 2.762], [1.242, 0.472, 2.888], [2.304, -0.513, 3.110], [0.289, 0.425, 3.987], [0.754, 0.319, 5.296], [-0.105, 0.166, 6.374], [-1.473, 0.124, 6.135], [-1.950, 0.282, 4.849], [-1.096, 0.457, 3.743], [-1.819, 0.756, 2.190], [-0.571, 3.592, 0.489], [-1.043, 4.623, 1.294], [-2.078, 5.449, 0.880], [-2.653, 5.245, -0.365], [-2.200, 4.213, -1.169], [-1.158, 3.364, -0.771], [-0.597, 2.128, -1.872], [1.629, 3.165, -0.969], [2.677, 2.933, 0.433], [1.794, 4.462, 0.232], [-0.064, 2.753, 2.828], [1.310, 3.848, 2.565], [2.252, 2.126, 3.735], [2.689, 1.725, 2.073], [2.978, -0.231, 3.932], [2.908, -0.613, 2.214], [1.858, -1.480, 3.328], [1.818, 0.348, 5.496], [0.297, 0.073, 7.376], [-2.169, -0.026, 6.953], [-3.014, 0.278, 4.649], [-0.602, 4.804, 2.265], [-2.408, 6.261, 1.517], [-3.451, 5.892, -0.711], [-2.637, 4.042, -2.145], [3.229, 2.196, -3.464]],
  "charge": -2,
  "multiplicity": 2,
  "homo_ev": [-1.8, -1.8],
  "max_force_ev_per_a": 0.32,
  "lumo_ev": [4.28, 4.28],
  "de_lowest_kj_mol": 30.2,
  "energy_ev": -104106.22567,
  "orbital_gap_ev": [6.08, 6.09]
}